{
  "formula": "C21H28N2O2S",
  "method": "wB97M-V/def2-TZVPD",
  "gap_ev": 8.86,
  "total_charge": 0,
  "e_homo_ev": -8.527,
  "relative_energy_kj_mol": 1928.8,
  "elements": ["C", "C", "O", "C", "C", "C", "C", "S", "H", "C", "N", "C", "H", "C", "N", "C", "C", "H", "H", "H", "H", "C", "H", "C", "C", "C", "C", "C", "C", "C", "H", "H", "H", "H", "H", "H", "H", "H", "C", "H", "H", "C", "O", "H", "H", "H", "H", "H", "H", "H", "H", "H", "H", "H"],
  "xyz": [[-0.865, 3.531, 4.616], [-1.061, 2.143, 4.886], [-1.837, 1.771, 5.611], [-0.105, 1.257, 4.390], [0.828, 1.630, 3.540], [1.593, 0.259, 3.323], [1.003, -0.925, 4.019], [-0.156, -0.327, 4.844], [1.524, -1.739, 3.818], [2.757, 0.225, 2.222], [2.592, -0.058, 0.908], [1.899, -1.196, 0.710], [0.605, -1.206, 1.098], [1.702, -1.608, -0.880], [0.900, -0.353, -1.547], [1.376, 0.737, -1.066], [1.382, 1.024, 0.344], [0.498, 1.004, 0.877], [2.128, 2.019, 0.387], [2.429, 0.824, -1.581], [0.780, 1.693, -1.574], [-0.471, -0.710, -1.295], [-0.745, -1.688, -1.255], [-1.174, -0.272, -2.654], [-2.490, -0.035, -2.757], [-3.450, 0.803, -2.233], [-5.008, 0.745, -2.006], [-5.310, -0.479, -2.487], [-4.756, -1.588, -2.819], [-3.402, -1.458, -3.057], [-2.654, -2.191, -3.498], [-5.202, -2.289, -3.242], [-6.507, -0.590, -2.354], [-5.518, 1.580, -1.590], [-3.022, 1.753, -1.801], [-0.740, 0.830, -3.020], [-0.792, -0.582, -3.639], [-0.999, -0.228, -0.536], [3.051, -1.770, -1.487], [3.638, -2.667, -0.878], [3.495, -1.007, -1.387], [2.957, -2.295, -2.805], [2.409, -1.013, -3.664], [1.523, -0.648, -3.234], [2.338, -2.884, -3.045], [3.795, -2.355, -3.528], [0.931, -2.510, -1.046], [2.215, -2.106, 1.007], [3.591, -0.526, 2.453], [3.444, 1.126, 2.405], [1.292, 2.448, 3.150], [-1.552, 4.257, 5.088], [-0.894, 3.766, 3.347], [0.036, 3.878, 4.918]],
  "atomic_forces_ev_per_a": [[-2.64, 3.76, -5.18], [4.12, 2.50, -2.79], [-7.92, -3.11, 6.54], [0.25, 0.58, -0.93], [4.19, -8.11, -0.75], [-0.39, 0.70, -1.53], [4.54, 7.37, -5.04], [-5.68, -0.93, 4.66], [1.38, -4.16, -0.07], [3.81, 0.12, 5.89], [-4.20, 4.05, -3.14], [-7.18, -2.59, -3.80], [3.48, 0.17, -0.57], [-2.28, 1.51, 1.17], [-1.58, -10.47, -0.25], [2.25, 8.76, -2.67], [8.46, 1.80, 0.40], [-1.52, -0.12, 1.40], [-2.74, -2.07, 0.45], [-1.53, 0.42, 1.45], [1.16, -1.94, 0.90], [-1.16, 3.30, -4.56], [0.14, -3.12, 0.52], [6.54, 4.65, -1.72], [-12.47, -5.04, 0.72], [-0.15, 3.77, 2.07], [7.66, -2.07, -2.48], [-11.27, 5.40, 4.08], [9.83, 1.86, -0.43], [4.24, 1.92, -0.12], [-1.57, 0.33, 0.54], [-4.18, -6.44, -2.85], [2.15, -0.10, -0.58], [-0.53, 0.05, -0.04], [-0.25, -0.58, -0.45], [-0.41, -1.66, 1.83], [0.21, -1.78, 0.71], [-0.56, 1.16, 1.54], [-4.40, -13.13, 1.94], [-1.27, 2.23, -0.82], [6.70, 10.33, 1.02], [7.04, 11.63, -3.21], [-1.51, -0.52, 1.34], [2.55, -1.35, -0.65], [-8.49, -8.88, -2.31], [0.34, -0.61, 1.45], [2.28, 1.82, 0.68], [1.84, -2.67, 2.16], [-1.23, 0.26, 0.86], [-1.47, -0.52, -0.60], [0.36, 2.43, -0.87], [-0.26, -0.95, -0.30], [0.05, -0.67, 3.67], [3.27, 0.72, 0.75]]
}


{
  "formula": "C21H28N2O4",
  "method": "wB97M-V/def2-TZVPD",
  "gap_ev": 8.99,
  "total_charge": 0,
  "smiles": "C=CCN(CC=C)C(=O)c1ccc(OC2CCN(C(C)=O)CC2)c(OC)c1",
  "e_homo_ev": -8.341,
  "relative_energy_kj_mol": 347.4,
  "elements": ["C", "C", "C", "N", "C", "C", "C", "C", "O", "C", "C", "C", "C", "O", "C", "C", "C", "N", "C", "C", "O", "C", "C", "C", "O", "C", "C", "H", "H", "H", "H", "H", "H", "H", "H", "H", "H", "H", "H", "H", "H", "H", "H", "H", "H", "H", "H", "H", "H", "H", "H", "H", "H", "H", "H"],
  "xyz": [[-4.517, -3.063, -0.122], [-4.398, -2.448, -1.283], [-4.273, -0.963, -1.477], [-4.472, -0.184, -0.277], [-5.855, 0.021, 0.133], [-6.016, 0.006, 1.624], [-6.844, 0.790, 2.286], [-3.525, 0.610, 0.287], [-3.811, 1.474, 1.096], [-2.103, 0.370, -0.104], [-1.518, -0.885, -0.085], [-0.168, -1.030, -0.371], [0.613, 0.070, -0.684], [1.929, 0.049, -1.021], [2.711, -1.111, -0.795], [4.034, -0.892, -1.534], [4.811, 0.260, -0.899], [5.023, 0.004, 0.511], [6.267, -0.292, 0.960], [6.400, -0.627, 2.432], [7.234, -0.265, 0.223], [3.786, -0.123, 1.241], [2.979, -1.310, 0.704], [0.024, 1.357, -0.679], [0.870, 2.384, -0.965], [0.350, 3.692, -0.963], [-1.318, 1.489, -0.384], [-4.599, -4.134, -0.052], [-4.538, -2.520, 0.808], [-4.377, -3.011, -2.207], [-3.282, -0.743, -1.886], [-5.010, -0.646, -2.229], [-6.232, 0.971, -0.265], [-6.441, -0.799, -0.295], [-5.416, -0.727, 2.146], [-6.951, 0.728, 3.355], [-7.442, 1.534, 1.787], [-2.101, -1.758, 0.165], [0.261, -2.019, -0.348], [2.207, -1.996, -1.211], [4.625, -1.808, -1.485], [3.830, -0.660, -2.579], [4.239, 1.186, -1.009], [5.790, 0.371, -1.368], [5.838, -1.525, 2.680], [6.053, 0.199, 3.049], [7.453, -0.802, 2.639], [3.203, 0.792, 1.087], [3.969, -0.243, 2.306], [3.538, -2.237, 0.842], [2.036, -1.384, 1.248], [-0.052, 3.964, 0.018], [-0.430, 3.815, -1.720], [1.190, 4.342, -1.203], [-1.792, 2.456, -0.351]],
  "atomic_forces_ev_per_a": [[-0.03, -0.13, 0.06], [0.03, 0.23, -0.18], [0.09, -0.09, -0.18], [-0.23, -0.18, -0.03], [-0.09, 0.15, 0.14], [-0.17, -0.04, -0.07], [-0.08, -0.10, 0.04], [0.22, 0.05, 0.02], [0.04, 0.20, -0.09], [0.35, -0.14, 0.11], [-0.21, 0.27, 0.03], [0.30, 0.00, -0.09], [-0.05, 0.24, 0.01], [-0.20, 0.22, -0.04], [0.31, -0.72, 0.04], [-0.30, 0.28, 0.17], [0.22, -0.07, -0.40], [-0.20, 0.19, -0.22], [0.04, 0.02, 0.36], [0.21, 0.00, -0.16], [0.35, -0.09, -0.11], [-0.24, -0.25, 0.24], [-0.17, 0.37, -0.14], [0.17, -0.06, -0.02], [0.01, -0.46, 0.02], [-0.11, 0.24, 0.01], [0.06, 0.06, -0.05], [-0.01, -0.21, -0.06], [-0.01, 0.19, 0.17], [-0.02, -0.16, -0.07], [-0.21, -0.01, -0.04], [0.12, 0.00, 0.04], [-0.02, -0.10, 0.00], [0.08, 0.09, -0.02], [0.08, -0.09, 0.13], [0.00, -0.07, 0.21], [-0.08, 0.19, -0.16], [-0.07, -0.08, 0.00], [0.10, -0.06, 0.01], [0.04, 0.17, 0.05], [0.01, -0.03, -0.01], [-0.01, -0.06, -0.06], [0.07, 0.00, 0.00], [-0.18, 0.06, 0.04], [-0.09, -0.04, 0.09], [-0.09, 0.01, 0.10], [-0.02, 0.00, -0.04], [0.05, -0.05, 0.13], [0.00, 0.07, -0.06], [-0.01, -0.05, 0.03], [-0.01, -0.07, 0.02], [0.00, -0.01, -0.04], [0.02, -0.01, 0.04], [-0.09, -0.01, 0.02], [0.01, 0.13, 0.02]]
}


{
  "formula": "C21H28N2O5S",
  "method": "wB97M-V/def2-TZVPD",
  "gap_ev": 9.34,
  "total_charge": 0,
  "smiles": "Cc1cccc(CS(=O)(=O)Cc2ccc(C(=O)NCCCN3CCOCC3)o2)c1",
  "e_homo_ev": -8.741,
  "relative_energy_kj_mol": 164.3,
  "elements": ["C", "C", "C", "C", "C", "C", "C", "S", "O", "O", "C", "C", "C", "C", "C", "C", "O", "N", "C", "C", "C", "N", "C", "C", "O", "C", "C", "O", "C", "H", "H", "H", "H", "H", "H", "H", "H", "H", "H", "H", "H", "H", "H", "H", "H", "H", "H", "H", "H", "H", "H", "H", "H", "H", "H", "H", "H"],
  "xyz": [[2.432, 1.925, 3.704], [3.103, 1.128, 2.629], [4.382, 1.433, 2.185], [4.990, 0.672, 1.199], [4.321, -0.394, 0.628], [3.028, -0.700, 1.044], [2.287, -1.816, 0.404], [2.251, -1.688, -1.432], [0.931, -2.079, -1.851], [3.358, -2.436, -1.961], [2.506, 0.061, -1.991], [1.899, 1.005, -1.040], [2.304, 2.219, -0.556], [1.332, 2.613, 0.387], [0.398, 1.611, 0.417], [-0.787, 1.423, 1.276], [-1.027, 2.158, 2.218], [-1.506, 0.327, 0.955], [-2.771, 0.018, 1.573], [-3.959, 0.656, 0.833], [-3.757, 0.686, -0.687], [-3.186, -0.543, -1.215], [-2.729, -0.367, -2.586], [-2.091, -1.660, -3.097], [-2.998, -2.738, -3.020], [-3.422, -2.915, -1.692], [-4.117, -1.659, -1.165], [0.736, 0.640, -0.469], [2.440, 0.052, 2.052], [1.400, 2.138, 3.433], [2.955, 2.861, 3.879], [2.422, 1.360, 4.635], [4.912, 2.269, 2.618], [5.991, 0.914, 0.875], [4.785, -0.995, -0.140], [1.246, -1.858, 0.714], [2.769, -2.780, 0.560], [3.572, 0.228, -2.109], [2.013, 0.058, -2.962], [3.187, 2.754, -0.836], [1.317, 3.508, 0.973], [-1.340, -0.137, 0.072], [-2.874, -1.069, 1.582], [-2.738, 0.387, 2.600], [-4.082, 1.687, 1.167], [-4.866, 0.111, 1.093], [-4.720, 0.927, -1.171], [-3.060, 1.494, -0.928], [-1.987, 0.436, -2.613], [-3.568, -0.091, -3.250], [-1.828, -1.560, -4.151], [-1.185, -1.886, -2.518], [-4.112, -3.762, -1.697], [-2.557, -3.147, -1.052], [-4.432, -1.824, -0.134], [-5.013, -1.458, -1.780], [1.446, -0.197, 2.394]],
  "atomic_forces_ev_per_a": [[-0.01, -0.03, 0.03], [0.14, -0.06, 0.00], [-0.11, -0.01, 0.04], [0.07, -0.10, -0.11], [0.08, 0.02, 0.15], [0.25, 0.25, 0.35], [-0.14, 0.20, -0.73], [-0.01, -0.25, -0.28], [-0.24, 0.17, 0.10], [0.44, 0.05, 0.10], [-0.31, -0.81, 0.54], [0.43, 1.01, 0.12], [-0.16, -0.60, -0.39], [-0.76, -0.54, -0.03], [0.49, 1.09, 0.24], [0.09, -0.53, -0.14], [0.00, 0.30, 0.07], [0.10, -0.09, -0.10], [-0.28, 0.12, 0.12], [0.21, -0.06, -0.15], [-0.09, 0.07, 0.18], [-0.06, 0.01, -0.08], [0.12, -0.30, -0.21], [0.12, 0.39, -0.01], [-0.12, -0.09, -0.13], [-0.28, 0.06, 0.25], [0.19, -0.30, -0.09], [-0.29, -0.15, -0.04], [0.18, -0.14, -0.08], [-0.11, 0.07, 0.01], [0.01, 0.09, 0.05], [-0.02, 0.02, 0.10], [0.04, 0.11, 0.06], [0.10, 0.02, -0.03], [0.13, -0.06, -0.09], [-0.04, 0.01, -0.02], [0.00, -0.09, -0.10], [0.03, 0.02, 0.05], [-0.01, -0.12, -0.07], [0.25, 0.05, -0.08], [-0.07, 0.16, 0.21], [0.03, 0.04, 0.03], [0.01, 0.06, 0.06], [-0.02, -0.17, -0.08], [-0.08, 0.00, 0.03], [-0.07, 0.03, 0.06], [0.11, 0.02, -0.04], [-0.06, -0.02, -0.03], [-0.01, 0.02, -0.02], [0.06, 0.03, 0.04], [0.05, 0.04, 0.07], [-0.16, 0.06, -0.10], [0.05, 0.04, 0.08], [-0.08, -0.02, 0.00], [-0.06, -0.03, 0.03], [0.02, 0.00, 0.06], [-0.17, -0.03, 0.01]]
}


{
  "formula": "C21H28N3O2Zr",
  "method": "wB97M-V/def2-TZVPD",
  "gap_ev": 7.56,
  "total_charge": 1,
  "e_homo_ev": -11.614,
  "relative_energy_kj_mol": 200.6,
  "elements": ["O", "C", "C", "H", "H", "C", "H", "H", "C", "H", "H", "H", "C", "H", "H", "H", "Zr", "C", "C", "C", "H", "C", "C", "H", "H", "H", "H", "C", "C", "C", "H", "C", "C", "H", "H", "H", "H", "O", "C", "C", "H", "H", "C", "H", "H", "C", "H", "H", "H", "H", "N", "C", "N", "C", "N"],
  "xyz": [[-1.365, 1.307, -0.608], [-2.256, 0.608, -1.584], [-2.714, 1.837, -2.320], [-3.015, 0.053, -1.014], [-1.725, -0.032, -2.304], [-1.914, 2.537, -1.194], [-3.798, 1.959, -2.307], [-2.257, 1.941, -3.316], [-2.902, 3.232, -0.280], [-3.785, 2.591, -0.153], [-3.217, 4.153, -0.792], [-2.464, 3.495, 0.691], [-0.836, 3.473, -1.706], [-0.200, 3.008, -2.472], [-0.210, 3.857, -0.886], [-1.333, 4.344, -2.162], [0.531, -0.260, 1.185], [2.833, -0.849, 1.958], [3.177, -2.064, 1.275], [3.373, -1.759, -0.097], [3.425, -3.020, 1.739], [3.075, -0.387, -0.304], [2.809, 0.221, 0.973], [2.893, 1.296, 1.173], [2.913, -0.700, 3.036], [3.763, -2.443, -0.854], [3.199, 0.167, -1.241], [0.500, 0.202, 3.580], [1.047, 1.342, 2.938], [0.062, 1.878, 2.034], [2.022, 1.776, 3.140], [-1.130, 1.071, 2.171], [-0.859, 0.056, 3.153], [-1.587, -0.643, 3.566], [1.004, -0.422, 4.317], [0.154, 2.788, 1.440], [-2.095, 1.282, 1.726], [0.041, -0.735, -1.039], [0.529, -0.119, -2.292], [0.407, -1.228, -3.319], [1.536, 0.242, -2.072], [-0.045, 0.786, -2.546], [-0.453, -2.311, -2.644], [1.412, -1.637, -3.487], [0.013, -0.911, -4.290], [-0.922, -1.827, -1.297], [0.175, -3.165, -2.415], [-1.290, -2.670, -3.233], [-0.851, -2.502, -0.431], [-1.980, -1.499, -1.360], [0.308, -2.198, 1.930], [0.451, -3.213, 2.546], [0.332, -4.318, 3.132], [1.246, -4.966, 3.835], [1.975, -5.621, 4.480]],
  "atomic_forces_ev_per_a": [[-1.41, -0.08, -1.94], [0.20, -0.86, -0.15], [0.61, 0.05, 0.69], [0.12, 0.18, -0.36], [-0.41, 0.31, 0.79], [-0.39, 1.88, -0.47], [0.29, 0.37, -0.22], [-0.42, -0.02, 0.36], [0.13, 0.12, 0.16], [0.20, 0.23, 0.26], [-0.05, -0.23, 0.30], [-0.14, -0.02, -0.15], [0.03, 0.33, 0.17], [-0.13, 0.07, 0.28], [-0.07, -0.16, -0.20], [0.23, -0.31, 0.08], [1.53, -2.31, -1.98], [0.79, -0.05, -0.39], [0.45, 1.46, -0.38], [-0.48, 0.38, 0.25], [-0.44, 0.28, -0.09], [0.57, -0.06, 0.66], [0.39, -0.06, -0.38], [0.12, -0.62, -0.15], [-0.11, -0.16, -0.48], [-0.43, 0.19, 0.27], [0.00, -0.34, 0.55], [-0.88, 0.71, 0.22], [-0.99, 0.56, 0.05], [-0.43, -0.22, 1.24], [-0.17, -0.27, -0.22], [0.41, 0.40, 1.57], [0.13, 1.19, 0.05], [0.40, 0.03, -0.44], [-0.18, 0.17, -0.33], [0.05, -0.45, 0.06], [0.31, -0.22, -0.07], [-0.20, 0.10, 0.53], [-0.25, 0.37, 0.42], [0.56, -0.31, 0.00], [-0.28, -0.44, -0.20], [0.03, -0.50, 0.30], [0.19, -1.38, 0.15], [-0.32, 0.03, -0.16], [0.00, 0.12, 0.34], [-0.20, 0.45, 0.11], [0.13, -0.26, -0.42], [0.00, 0.07, -0.22], [0.33, -0.08, -0.55], [1.08, -0.23, 0.45], [-0.24, -1.17, 0.18], [-1.14, -0.30, -0.06], [0.25, 1.29, -0.55], [1.55, -1.59, 1.36], [-1.33, 1.35, -1.26]]
}


Number 1: DFT total energy -40122.66383 eV. Number 2: DFT total energy -33400.64376 eV. Number 3: DFT total energy -46283.91984 eV. Number 4: DFT total energy -32068.01963 eV.